Record 1
The following is a quantum chemistry calculation of C28H39ClN4O4S2 as an isolated structure, from the OMol25 dataset.

Structure (XYZ):
```
78
Properties=species:S:1:pos:R:3:forces:R:3
C 3.216 -0.884 3.710 -0.24 0.24 -0.08
C 3.454 -0.066 2.465 0.14 -0.43 0.19
O 4.102 -0.515 1.575 0.51 -0.08 -0.67
O 2.919 1.185 2.381 -0.29 0.11 -0.11
C 1.536 1.113 1.959 -0.36 0.07 0.70
C 1.135 2.400 1.277 0.64 0.53 -0.33
C 1.690 2.620 -0.144 -0.52 0.30 0.47
C 0.840 1.993 -1.263 0.75 -0.18 0.00
C 0.513 0.525 -1.063 -0.05 -0.22 -0.09
C -0.841 0.082 -0.759 0.14 0.32 0.20
C -1.938 1.134 -0.642 -0.31 -0.66 0.16
C -2.641 1.246 0.700 -0.22 0.15 0.07
C -3.845 1.949 0.737 -0.22 0.23 -0.10
C -4.580 2.110 1.901 0.36 -0.24 0.07
C -4.117 1.532 3.085 -0.21 0.37 -0.73
C -2.917 0.847 3.047 0.33 -0.36 0.76
C -2.164 0.706 1.888 -0.27 0.45 -0.57
C -1.144 -1.252 -0.600 0.14 0.42 -0.02
C -2.535 -1.776 -0.327 0.50 -0.08 0.13
C -2.750 -2.637 0.953 -0.58 -0.21 -0.40
C -3.012 -4.104 0.651 0.25 -0.31 0.34
Cl -1.441 -2.521 2.192 0.02 0.11 -0.08
C -0.070 -2.174 -0.755 0.07 -0.42 0.07
N -0.196 -3.496 -0.644 -0.07 -0.31 -0.10
S 1.253 -4.135 -0.877 -0.01 0.43 0.00
N 2.120 -2.802 -1.127 0.23 -0.29 -0.10
C 1.276 -1.782 -1.044 -0.86 0.56 0.27
C 1.532 -0.389 -1.206 0.54 0.18 -0.56
S 3.222 0.030 -1.623 0.15 -0.07 0.06
H 2.443 -0.462 4.345 0.09 -0.02 0.16
H 4.165 -0.982 4.233 -0.02 0.18 0.18
H 2.949 -1.889 3.393 -0.13 -0.03 -0.01
H 1.409 0.225 1.342 -0.11 0.05 -0.13
H 0.926 1.010 2.863 -0.05 -0.18 -0.04
H 0.052 2.546 1.309 -0.09 -0.28 -0.03
H 1.546 3.204 1.894 -0.05 -0.04 0.13
H 1.681 3.699 -0.316 0.10 0.01 -0.11
H 2.736 2.334 -0.170 0.02 -0.24 -0.11
H 1.409 2.059 -2.190 0.00 0.17 -0.06
H -0.023 2.632 -1.404 -0.15 -0.21 -0.02
H -2.702 0.865 -1.377 -0.06 0.15 -0.04
H -1.611 2.131 -0.904 0.13 -0.06 -0.11
H -4.228 2.409 -0.169 0.07 -0.09 -0.09
H -5.498 2.680 1.871 -0.06 -0.02 0.07
H -4.708 1.657 3.981 0.18 -0.18 0.19
H -2.543 0.391 3.957 0.01 0.02 0.00
H -1.217 0.191 1.863 -0.01 -0.18 0.27
H -2.816 -2.405 -1.176 -0.05 -0.06 0.01
H -3.218 -0.935 -0.293 -0.12 -0.01 -0.01
H -3.644 -2.250 1.437 0.20 0.21 0.29
H -4.025 -4.265 0.279 -0.01 0.27 -0.21
H -2.314 -4.535 -0.068 -0.21 0.38 0.45
H -2.954 -4.673 1.580 0.03 -0.01 0.02
H 3.019 0.639 -2.807 -0.27 -0.03 0.15
C -2.107 -6.123 -3.888 -0.03 0.04 0.01
C -1.799 -6.349 -2.429 -0.08 0.10 0.19
O -2.422 -5.787 -1.539 0.01 -0.45 -0.61
N -0.792 -7.206 -2.122 -0.02 0.05 -0.18
C 0.057 -7.959 -3.027 0.02 0.01 0.44
H -2.928 -5.417 -3.964 0.00 0.00 0.09
H -1.240 -5.706 -4.403 0.00 -0.09 -0.07
H -2.403 -7.057 -4.367 0.09 0.01 -0.08
H -0.642 -7.310 -1.131 0.00 -0.02 0.00
H -0.053 -9.026 -2.828 0.05 -0.03 -0.14
H 1.100 -7.682 -2.863 0.04 -0.04 -0.15
H -0.201 -7.763 -4.062 -0.03 0.03 0.01
C 4.685 7.023 -0.128 0.03 -0.03 -0.01
C 3.552 6.303 -0.820 -0.01 -0.14 -0.08
O 3.735 5.299 -1.486 0.00 0.02 0.00
N 2.299 6.816 -0.675 0.17 0.08 0.11
C 1.888 7.990 0.073 -0.26 -0.29 -0.24
H 5.610 6.496 -0.338 -0.05 -0.06 -0.05
H 4.773 8.045 -0.499 -0.02 0.04 0.11
H 4.528 7.038 0.951 0.01 0.11 0.00
H 1.592 6.289 -1.162 -0.01 0.02 -0.01
H 1.166 7.701 0.839 0.04 0.13 0.09
H 1.410 8.704 -0.600 0.04 0.12 0.10
H 2.736 8.468 0.550 0.03 -0.03 -0.01
```
Forces are in eV/Å.

## Properties
HOMO energy = -8.05 eV
E_tot = -2866.91813 Eh
net charge = 0
Kohn-Sham gap = 7.7 eV
max |F| = 1.065 eV/A

Here are the Löwdin charges for atoms 1 to 2, given in e:
1 C 0.02
2 C -0.54

Record 2
The following is a quantum chemistry calculation of a 4-piece molecular cluster, C28H39F18N2O8P2S overall, from the OMol25 dataset.

Structure (XYZ):
```
98
Properties=species:S:1:pos:R:3:forces:R:3
C -1.242 4.213 2.380 -0.07 -0.07 -0.28
C -0.090 5.153 1.988 -0.50 -0.33 -0.17
P 1.416 4.460 1.199 0.60 0.50 -0.05
C 1.783 2.890 2.077 -0.42 -0.19 0.07
C 0.665 3.772 -0.351 -0.07 -0.07 0.08
N -0.342 2.914 -0.351 -0.10 -0.15 0.18
C -0.719 2.558 -1.617 -0.22 0.04 0.08
C -1.801 1.558 -1.855 0.19 0.04 -0.13
C -1.255 0.131 -2.030 -0.19 0.23 -0.17
C -0.578 -0.385 -0.779 -0.06 0.02 0.26
F 0.686 0.116 -0.652 -0.08 -0.03 -0.04
F -1.262 0.050 0.329 0.09 -0.03 -0.11
C -0.506 -1.924 -0.625 -0.30 0.13 -0.18
F -1.784 -2.382 -0.700 0.28 0.23 -0.10
F -0.024 -2.226 0.588 0.04 0.02 -0.18
C 0.280 -2.699 -1.717 0.13 -0.54 0.21
F -0.302 -2.481 -2.914 0.09 0.01 0.18
F 0.148 -4.007 -1.406 0.02 0.29 -0.07
C 1.807 -2.407 -1.848 0.16 0.08 -0.25
F 2.366 -2.201 -0.654 -0.12 -0.11 -0.40
F 2.398 -3.452 -2.438 -0.22 0.59 0.20
F 1.990 -1.317 -2.615 0.00 -0.38 0.31
C 0.079 3.241 -2.471 0.28 0.01 0.02
C -0.061 3.137 -3.959 -0.22 -0.07 -0.11
C -1.171 4.047 -4.542 0.01 -0.11 0.06
C -0.738 5.523 -4.646 0.05 -0.22 0.23
C -1.657 3.485 -5.886 0.12 0.19 -0.13
N 0.973 3.990 -1.660 -0.38 0.06 -0.18
P 2.248 5.028 -2.278 0.75 0.04 -0.62
O 3.260 5.202 -1.070 -0.60 -0.26 0.09
O 1.483 6.416 -2.281 0.20 -0.18 0.34
S 3.061 4.432 -3.889 -0.19 0.01 0.25
H -1.669 4.478 3.341 -0.04 0.03 -0.07
H -0.941 3.165 2.456 0.05 0.02 0.17
H -2.039 4.259 1.635 -0.03 0.02 0.06
H 0.264 5.732 2.840 0.07 -0.03 0.01
H -0.463 5.871 1.253 0.13 0.20 0.14
H 2.028 2.097 1.370 0.19 0.04 0.03
H 0.952 2.532 2.686 0.02 -0.01 0.01
H 2.629 3.072 2.737 0.06 -0.06 -0.04
H -0.769 2.538 0.484 0.08 0.07 0.09
H -2.511 1.598 -1.030 -0.07 -0.03 -0.04
H -2.344 1.833 -2.760 0.00 -0.04 0.03
H -2.080 -0.529 -2.296 0.03 -0.06 0.07
H -0.546 0.121 -2.859 0.09 -0.17 0.10
H -0.381 2.106 -4.133 0.11 0.01 0.01
H 0.883 3.258 -4.479 0.00 0.09 -0.01
H -2.005 3.982 -3.835 -0.02 0.01 -0.03
H 0.303 5.640 -4.353 0.04 0.06 -0.08
H -0.818 5.881 -5.670 -0.11 0.09 0.02
H -1.329 6.160 -3.990 -0.03 0.10 -0.10
H -2.721 3.672 -6.030 0.02 -0.02 0.03
H -1.145 3.972 -6.718 0.09 -0.10 0.02
H -1.474 2.414 -5.977 -0.14 -0.03 0.03
H 3.597 4.355 -0.746 0.39 0.14 -0.01
H 2.106 7.130 -2.486 -0.20 0.16 -0.09
C -0.271 4.596 9.788 -0.12 -0.06 -0.18
C 0.324 5.823 9.139 0.15 -0.01 0.36
O 0.090 5.824 7.707 0.02 0.04 -0.04
C -1.088 6.273 7.316 0.11 -0.04 -0.03
O -1.987 6.675 7.987 -0.11 0.03 0.05
C -1.158 6.257 5.773 -0.03 0.01 -0.01
F -0.662 5.115 5.259 0.07 0.00 0.14
F -0.440 7.267 5.265 0.03 0.02 -0.02
F -2.410 6.379 5.353 -0.03 0.01 -0.02
H 0.115 3.690 9.320 0.06 0.00 0.05
H -0.016 4.578 10.847 0.02 0.01 0.01
H -1.357 4.590 9.695 0.00 0.05 0.05
H 1.406 5.840 9.241 0.01 -0.03 -0.12
H -0.074 6.741 9.567 -0.10 0.01 -0.09
C 3.674 -6.480 -2.292 0.21 -0.26 0.05
C 2.930 -7.118 -3.443 -0.19 0.34 0.05
O 3.662 -8.234 -3.985 -0.02 -0.03 -0.04
C 3.515 -9.384 -3.343 0.04 0.04 -0.08
O 2.848 -9.589 -2.375 -0.04 -0.03 0.09
C 4.319 -10.489 -4.063 -0.03 0.07 0.08
F 5.533 -10.055 -4.410 0.05 -0.02 -0.02
F 3.670 -10.858 -5.174 0.00 -0.03 -0.05
F 4.453 -11.547 -3.277 0.01 -0.06 0.00
H 4.678 -6.188 -2.601 -0.03 0.06 -0.03
H 3.142 -5.598 -1.946 -0.04 0.02 0.01
H 3.769 -7.173 -1.457 -0.06 -0.01 0.00
H 2.821 -6.423 -4.274 0.09 -0.06 -0.06
H 1.935 -7.446 -3.145 0.04 -0.12 0.03
C -2.814 -4.746 1.189 -0.10 -0.07 0.19
C -2.439 -5.994 0.420 0.12 0.25 -0.21
O -2.527 -7.165 1.255 0.01 -0.05 -0.01
C -3.739 -7.687 1.385 0.09 -0.02 0.02
O -4.750 -7.292 0.891 -0.10 0.03 -0.02
C -3.668 -8.955 2.266 -0.03 0.10 -0.04
F -2.895 -8.755 3.336 0.01 -0.03 0.05
F -3.152 -9.963 1.554 0.02 -0.05 0.00
F -4.881 -9.298 2.675 -0.03 -0.05 0.02
H -2.197 -4.650 2.084 0.05 0.02 -0.04
H -2.668 -3.864 0.567 -0.07 -0.18 0.11
H -3.856 -4.782 1.503 -0.02 0.00 -0.06
H -1.402 -5.961 0.095 0.03 -0.07 0.08
H -3.068 -6.127 -0.459 -0.08 -0.06 0.06
```
Forces are in eV/Å.

## Properties
HOMO energy = -12.36 eV
E_tot = -4680.21831 Eh
net charge = +1
relative energy (zero: lowest compared OMol25 entry of this formula, charge and spin) = 0.0 kcal per mole
Kohn-Sham gap = 9.3 eV
max |F| = 0.977 eV/A

Here are the Löwdin charges for atoms 1 to 2, given in e:
1 C -0.14
2 C -0.39